Computed, not measured: a molecular structure, C12H19I2IrN4O in a non-equilibrium geometry, with ωB97M-V with the def2-TZVPD basis set.

Output
Net charge ... -2
HOMO-LUMO gap (alpha / beta) ... 1.88 / 5.67 eV
Total energy ... -1462.45391 hartree
Spin multiplicity ... 5
Largest force on an atom ... 2.72 eV/Å

```
39
Properties=species:S:1:pos:R:3:lowdin_spin:R:1
C 2.1960 0.0542 -2.4834 0.01
I -2.7007 -0.5408 -1.6593 1.09
H 1.6065 -0.3748 -3.3008 0.00
H 2.8447 -0.7334 -2.0698 0.00
H 2.8183 0.8402 -2.9229 0.00
C -0.9208 3.7610 0.9840 0.02
C -2.1923 3.5693 0.5825 0.01
N -2.3449 2.2322 0.3033 0.10
C -1.1315 1.5753 0.4348 0.33
N -0.2858 2.5426 0.9610 0.09
H -0.4358 4.6639 1.3238 0.01
H -3.0303 4.2486 0.5895 0.00
C 2.0216 -3.1736 0.3962 0.01
C 0.4575 -1.7164 -0.3251 0.15
N 1.5706 -1.8755 0.4585 0.03
H 1.1535 -4.8968 -0.6483 0.00
N 0.1964 -2.9729 -0.8140 0.05
H 2.8848 -3.4949 0.9490 0.00
Ir -0.4881 -0.0213 -0.5710 1.24
C 1.3284 0.6518 -1.4304 0.07
O 1.6691 1.7350 -0.9238 0.11
C 1.1616 -3.8563 -0.3790 0.02
C -0.9355 -3.5060 -1.5337 0.03
H -1.6117 -4.0376 -0.8453 0.01
H -0.5390 -4.2236 -2.2622 0.01
H -1.4862 -2.7042 -2.0350 0.01
C 2.1473 -0.9341 1.4007 0.02
H 3.0157 -1.4568 1.8189 0.00
H 1.4237 -0.7310 2.2049 0.01
H 2.4687 -0.0058 0.9088 0.01
C 0.8814 2.3523 1.7985 0.02
H 1.2947 3.3554 1.9511 0.00
H 1.6240 1.7471 1.2841 0.00
H 0.6001 1.9362 2.7801 0.01
C -3.7028 1.7530 0.2914 0.03
H -3.7361 0.6718 0.1396 0.00
H -4.2238 2.2551 -0.5336 0.00
H -4.1992 2.0118 1.2375 0.01
I -1.4002 -0.7011 1.9395 0.46
```



Computed, not measured: a single C12H19NOS molecule in a non-equilibrium geometry, with ωB97M-V with the def2-TZVPD basis set.

Output
HOMO-LUMO gap ... 9.23 eV
Total energy ... -996.68705 hartree
Largest force on an atom ... 4.72 eV/Å
Energy above the lowest of the compared OMol25 structures with the same formula, charge and spin ... 1.536 eV

```
34
Properties=species:S:1:pos:R:3:nbo_charge:R:1
C 2.2246 1.1948 0.1114 0.38
C -1.0060 -2.1744 -0.8460 -0.16
C -0.1337 -1.3893 -0.1949 -0.03
C -1.2484 -1.6732 2.1284 -0.41
C -0.0951 -2.5839 2.0564 -0.40
C 1.0641 0.8373 -0.6901 -0.32
C -0.0851 -1.2994 1.2918 -0.29
C 1.0587 -0.7305 -0.7757 -0.41
C 2.5670 2.5688 0.6508 -0.65
C -1.1232 -2.5362 -2.3592 -0.64
C -0.3216 3.0653 -0.3269 -0.62
C -0.2640 1.5198 -0.3429 -0.39
N 2.9356 0.2590 0.5786 -0.68
O 3.7402 -1.3870 -1.2466 -0.94
S 2.8132 -1.3071 -0.1109 1.39
H -1.8484 -2.5314 -0.2257 0.19
H -2.0711 -1.9363 1.5466 0.21
H -1.5919 -1.1102 3.0350 0.22
H 0.5937 -2.8442 2.8924 0.23
H -0.2171 -3.5006 1.4362 0.22
H 1.2678 1.1276 -1.7232 0.24
H 0.6126 -0.4790 1.6400 0.22
H 1.1474 -1.0507 -1.8241 0.23
H 3.6066 2.7058 0.7260 0.24
H 2.0331 2.6849 1.4955 0.23
H 2.1414 3.3562 -0.0293 0.21
H -2.2381 -2.5171 -2.5363 0.22
H -0.5229 -1.9572 -2.9793 0.21
H -0.7533 -3.5161 -2.4537 0.22
H 0.2673 3.4806 0.4799 0.21
H -1.4011 3.3758 -0.4873 0.23
H 0.3386 3.2876 -1.1788 0.20
H -0.8621 1.0610 -1.1336 0.22
H -0.6369 1.1097 0.5428 0.20
```



Computed, not measured: a single C12H19P molecule in a non-equilibrium geometry, with ωB97M-V with the def2-TZVPD basis set.

Output
HOMO-LUMO gap ... 8.78 eV
Total energy ... -809.82791 hartree
Largest force on an atom ... 4.02 eV/Å
Energy above the lowest of the compared OMol25 structures with the same formula, charge and spin ... 3.216 eV

```
32
Properties=species:S:1:pos:R:3:nbo_charge:R:1
C -0.9405 -2.8094 0.8322 -0.39
C -0.6490 -1.8680 -0.0743 -0.20
C -0.3284 -0.5031 0.3824 -0.20
P -2.1363 0.6725 0.6956 0.61
C -2.9640 0.5314 -0.7321 -0.62
C -4.3737 1.1125 -0.8588 -0.65
C 0.5136 -0.4407 1.6528 -0.44
C 0.7519 1.0449 1.7661 -0.43
C 1.3143 1.3251 0.3714 -0.23
C 2.8040 0.8393 0.2291 -0.40
C 2.9353 0.2828 -1.1632 -0.42
C 1.6022 -0.4352 -1.3777 -0.41
C 0.4714 0.3673 -0.5372 -0.25
H -1.1169 -3.7983 0.6675 0.19
H -1.1314 -2.6273 1.8292 0.19
H -0.6602 -2.0069 -1.2147 0.21
H -2.4519 -0.0525 -1.5085 0.22
H -4.5041 1.6776 0.0397 0.22
H -5.1880 0.4035 -0.9035 0.22
H -4.5998 1.5809 -1.8502 0.22
H 1.3634 -1.0959 1.4969 0.22
H 0.0140 -0.8226 2.6362 0.22
H -0.0432 1.7464 1.7851 0.23
H 1.5071 1.2012 2.6414 0.21
H 1.0478 2.3376 -0.1397 0.22
H 3.0829 -0.0369 1.0047 0.21
H 3.5490 1.7379 0.3703 0.22
H 2.9683 0.9187 -2.0492 0.20
H 3.8651 -0.3090 -1.2787 0.21
H 1.3863 -0.6290 -2.3516 0.20
H 1.8390 -1.3541 -1.0143 0.20
H 0.0717 1.0095 -1.3469 0.22
```



Computed, not measured: 2 unconnected molecules or ions with the total composition C12H20 in a non-equilibrium geometry, with ωB97M-V with the def2-TZVPD basis set.

Output
HOMO-LUMO gap ... 9.63 eV
Total energy ... -469.16030 hartree
Largest force on an atom ... 5.48 eV/Å
Energy above the lowest of the compared OMol25 structures with the same formula, charge and spin ... 2.203 eV

```
32
Properties=species:S:1:pos:R:3:nbo_charge:R:1
C 2.1574 2.8657 0.7265 -0.61
C 1.5194 1.4037 0.4871 -0.44
C 0.1526 1.2388 1.0396 0.00
C -0.8079 2.2054 0.6820 -0.24
C -2.1231 2.1260 1.0504 -0.21
C -2.5232 1.2140 1.9565 -0.23
C -1.5730 0.2302 2.4382 -0.21
C -0.2921 0.2415 1.9706 -0.22
H 1.7899 3.5577 -0.0779 0.21
H 3.2366 2.8376 0.8947 0.22
H 1.7889 3.2830 1.6691 0.21
H 1.4056 1.2790 -0.6016 0.22
H 2.2521 0.6247 0.7647 0.22
H -0.3215 3.1730 0.3554 0.22
H -2.9423 2.7509 0.5125 0.22
H -3.4837 1.1956 2.5202 0.22
H -1.6627 -0.3991 3.2674 0.21
H 0.3222 -0.5689 2.3218 0.21
C -0.3220 -3.4947 -1.5493 -0.60
C 0.2216 -2.0819 -1.2511 -0.23
C 1.3508 -1.7413 -2.2990 -0.60
C -0.8755 -1.0816 -1.0703 -0.61
H 0.4847 -4.1330 -1.8091 0.20
H -1.0122 -3.4713 -2.3825 0.20
H -0.7553 -4.0553 -0.6392 0.20
H 0.6988 -2.1370 -0.3687 0.19
H 0.8914 -1.4603 -3.2726 0.21
H 1.9667 -0.9199 -1.8109 0.20
H 2.0690 -2.5824 -2.4372 0.21
H -1.4663 -0.6888 -1.9882 0.20
H -1.6009 -1.3856 -0.4205 0.21
H -0.5461 -0.0259 -0.6788 0.22
```